The following is a DFT calculation (ωB97M-V/def2-TZVPD) of a cluster of 5 separate species, H9O5 in total in a non-equilibrium geometry.

ORCA input file:
```
! RIJCOSX wB97M-V def2-TZVPD def2/J DEFGRID3
* xyz -1 1
O 0.014 0.148 0.397
H 0.496 -0.600 0.676
O 0.955 -3.865 -2.260
H 0.299 -3.786 -1.579
H 1.471 -4.666 -2.026
O 2.055 2.273 0.578
H 2.465 2.334 -0.411
H 1.510 1.455 0.512
O -1.372 2.188 -0.918
H -2.005 1.645 -0.287
H -0.679 1.471 -0.779
O -1.670 -0.443 2.280
H -2.383 0.108 1.933
H -1.035 -0.368 1.344
*
```

Results
LUMO = 3.2 eV
Kohn-Sham gap = 7.898 eV
E = -381.60256 Eh
Energy above the lowest of the compared OMol25 structures with the same formula, charge and spin = 37.8 kcal/mol


The following is a DFT calculation (ωB97M-V/def2-TZVPD) of a structure of composition C38H38AsO4S3ScSeSi2.

ORCA input file:
```
! RIJCOSX wB97M-V def2-TZVPD def2/J DEFGRID3
* xyz -2 1
Sc -0.396 -0.434 1.693
S -3.606 -1.716 4.792
C -2.311 -1.241 3.876
S -2.022 0.428 3.451
S -1.167 -2.370 3.201
C -2.466 -2.453 -4.691
C -3.240 -1.674 -3.842
C -3.014 -1.698 -2.472
C -2.022 -2.516 -1.938
C -1.252 -3.295 -2.794
C -1.470 -3.262 -4.165
As -1.668 -2.494 -0.011
C -3.484 -2.513 0.653
C -4.304 -1.417 0.864
C -5.567 -1.616 1.409
C -5.991 -2.895 1.740
C -5.158 -3.987 1.550
C -3.891 -3.802 1.010
C -2.871 -4.853 0.823
C -3.020 -6.197 1.145
C -1.958 -7.072 0.971
C -0.737 -6.616 0.491
C -0.577 -5.273 0.172
C -1.644 -4.403 0.321
H -2.635 -2.424 -5.761
H -4.015 -1.035 -4.247
H -3.614 -1.081 -1.815
H -0.479 -3.941 -2.392
H -0.860 -3.872 -4.820
H -3.949 -0.417 0.641
H -6.205 -0.764 1.607
H -6.968 -3.038 2.185
H -5.487 -4.974 1.852
H -3.957 -6.562 1.548
H -2.076 -8.117 1.233
H 0.095 -7.300 0.385
H 0.386 -4.906 -0.165
C -0.495 1.166 -3.479
Si -1.466 2.084 -2.159
C -3.248 2.259 -2.748
C -0.771 3.817 -1.960
Se -1.452 1.025 -0.197
H -0.647 1.614 -4.466
H -0.802 0.121 -3.521
H 0.572 1.198 -3.248
H -3.291 2.897 -3.636
H -3.860 2.711 -1.966
H -3.686 1.290 -3.001
H -0.873 4.389 -2.888
H 0.283 3.781 -1.684
H -1.299 4.344 -1.163
O 3.304 -1.418 2.744
C 2.760 -0.551 2.072
O 1.466 -0.713 1.685
C 3.341 0.710 1.671
C 2.656 1.582 0.652
C 5.064 3.271 -0.088
C 5.546 3.155 1.175
O 6.504 4.047 1.655
C 6.611 3.743 3.039
O 6.369 2.386 3.166
C 5.327 2.183 2.196
C 4.490 1.102 2.353
H 1.910 0.960 0.136
H 5.359 4.156 -0.645
H 5.848 4.327 3.582
H 7.617 3.985 3.384
H 4.766 0.447 3.174
C 3.137 2.559 -2.346
Si 3.920 1.993 -0.713
C 4.767 0.357 -1.102
C 1.866 2.727 1.273
C 1.758 3.993 0.702
C 0.939 4.969 1.257
C 0.212 4.705 2.409
C 0.334 3.461 3.012
C 1.159 2.496 2.455
H 3.874 3.084 -2.959
H 2.283 3.220 -2.204
H 2.793 1.689 -2.913
H 5.473 0.107 -0.309
H 5.308 0.404 -2.053
H 4.029 -0.450 -1.156
H 2.341 4.239 -0.176
H 0.873 5.943 0.785
H -0.437 5.461 2.835
H -0.220 3.230 3.915
H 1.290 1.543 2.957
*
```

Results
LUMO = 4.0 eV
Kohn-Sham gap = 5.013 eV
E = -8943.58310 Eh
Energy above the lowest of the compared OMol25 structures with the same formula, charge and spin = 10.9 kcal/mol